{"formula": "C24H46ClN2O8S3", "method": "wB97M-V/def2-TZVPD", "elements": ["C", "C", "C", "C", "N", "C", "C", "C", "O", "C", "C", "C", "C", "O", "Cl", "C", "N", "H", "H", "H", "H", "H", "H", "H", "H", "H", "H", "H", "H", "H", "H", "H", "H", "H", "H", "H", "H", "H", "H", "C", "C", "C", "S", "O", "O", "C", "H", "H", "H", "H", "H", "H", "H", "H", "C", "C", "C", "S", "O", "O", "C", "H", "H", "H", "H", "H", "H", "H", "H", "C", "C", "C", "S", "O", "O", "C", "H", "H", "H", "H", "H", "H", "H", "H"], "coordinates": [[-2.647, 4.414, 1.291], [-2.678, 3.633, 0.214], [-2.752, 2.138, 0.547], [-3.180, 1.260, -0.648], [-3.256, -0.209, -0.368], [-4.659, -0.702, -0.034], [-5.479, 0.255, 0.863], [-6.780, -0.530, 1.307], [-6.991, -0.503, 2.687], [-6.024, -1.249, 3.396], [-2.262, -0.726, 0.641], [-1.089, -1.409, -0.140], [-1.465, -2.787, -0.707], [-1.000, -3.181, -1.677], [-2.691, -3.837, 0.094], [-1.651, 0.351, 1.592], [-1.406, 1.670, 0.984], [-3.384, 4.247, 2.091], [-1.895, 5.192, 1.465], [-2.695, 4.024, -0.812], [-3.395, 2.050, 1.439], [-2.428, 1.399, -1.448], [-4.115, 1.669, -1.064], [-3.033, -0.678, -1.251], [-5.186, -0.767, -1.004], [-4.647, -1.719, 0.376], [-5.794, 1.130, 0.277], [-4.960, 0.580, 1.775], [-6.745, -1.585, 0.949], [-7.616, -0.075, 0.753], [-5.009, -0.799, 3.365], [-6.290, -1.361, 4.454], [-5.923, -2.258, 2.937], [-2.673, -1.517, 1.287], [-0.196, -1.532, 0.491], [-0.810, -0.731, -0.967], [-0.669, -0.032, 1.920], [-2.230, 0.500, 2.520], [-0.854, 1.514, 0.136], [3.339, -2.465, -2.431], [4.693, -2.236, -1.757], [4.713, -0.791, -1.245], [3.008, -0.353, -0.914], [2.608, 0.691, -1.829], [2.804, -0.236, 0.513], [2.299, -1.894, -1.473], [3.160, -3.520, -2.633], [3.307, -1.929, -3.382], [4.802, -2.926, -0.915], [5.518, -2.420, -2.442], [5.291, -0.695, -0.327], [5.097, -0.104, -1.998], [1.335, -1.707, -1.944], [2.173, -2.538, -0.601], [7.238, -2.032, -7.294], [8.543, -1.745, -6.543], [8.225, -1.777, -5.043], [6.829, -2.888, -4.852], [5.692, -2.122, -4.389], [7.258, -4.089, -4.183], [6.608, -3.230, -6.591], [7.415, -2.236, -8.350], [6.574, -1.166, -7.225], [9.277, -2.519, -6.780], [8.973, -0.787, -6.832], [9.062, -2.153, -4.459], [7.927, -0.796, -4.676], [5.550, -3.352, -6.812], [7.148, -4.149, -6.819], [-1.628, 3.708, 6.829], [-1.213, 4.393, 5.521], [-1.418, 3.379, 4.390], [-2.735, 2.287, 4.926], [-2.189, 0.962, 5.100], [-3.915, 2.529, 4.122], [-2.962, 3.027, 6.536], [-1.715, 4.420, 7.649], [-0.880, 2.961, 7.108], [-1.847, 5.267, 5.352], [-0.181, 4.739, 5.555], [-1.712, 3.863, 3.463], [-0.526, 2.776, 4.228], [-3.222, 2.258, 7.261], [-3.768, 3.756, 6.456]], "mulliken_charge": [-0.9493, -0.9158, 1.4241, -1.5523, 0.4497, -0.8577, 0.3678, -0.8970, -0.4001, -0.3936, 0.1521, -0.8863, 0.4092, -0.3638, -0.1714, -1.0281, -0.2684, 0.5129, 0.2884, 0.4119, -0.2514, 0.4672, 0.4265, 0.5337, 0.2966, 0.4855, 0.4542, -0.1636, 0.4273, 0.3634, 0.0328, 0.2773, 0.2725, 0.4763, 0.4528, 0.3891, 0.4771, -0.0623, 0.3378, -0.8586, -0.1012, -0.7847, 1.3255, -0.7017, -0.6925, -0.3894, 0.4434, 0.3216, 0.3893, -0.2165, 0.3738, 0.3500, 0.2712, 0.3462, -0.5424, -0.6428, -0.6798, 1.1830, -0.6644, -0.7454, -0.7580, 0.3568, 0.2786, 0.3019, 0.3258, 0.3849, 0.3634, 0.3895, 0.3665, -0.5989, -0.7854, 0.0843, 1.3064, -0.6994, -0.6828, -0.8504, 0.3753, 0.2957, 0.3244, 0.3687, -0.3403, 0.4039, 0.4235, 0.3559], "charge": 1, "homo_lumo_gap_ev": 9.0, "e_homo_ev": -11.520}

{"formula": "C15H24ClHgN6O5", "method": "wB97M-V/def2-TZVPD", "elements": ["Hg", "O", "C", "O", "C", "C", "C", "C", "C", "N", "C", "O", "O", "H", "H", "H", "H", "H", "C", "N", "C", "C", "N", "N", "C", "N", "N", "H", "H", "H", "H", "H", "H", "H", "H", "H", "H", "H", "Cl", "C", "H", "H", "C", "C", "C", "O", "H", "H", "H", "H", "H", "H"], "coordinates": [[0.148, -0.041, 0.748], [4.137, 1.528, -1.232], [3.107, 0.874, -0.615], [2.046, 1.481, -0.410], [3.362, -0.475, -0.277], [4.639, -1.053, -0.484], [4.895, -2.321, -0.064], [3.846, -3.042, 0.562], [2.614, -2.440, 0.705], [2.332, -1.192, 0.306], [1.509, -3.175, 1.398], [1.516, -4.520, 1.282], [0.630, -2.645, 2.014], [3.834, 2.433, -1.359], [5.393, -0.449, -0.967], [5.867, -2.776, -0.193], [4.045, -4.025, 0.971], [2.267, -4.811, 0.752], [-2.017, 4.784, -1.696], [-1.025, 3.925, -1.072], [0.349, 4.205, -1.447], [-1.342, 2.599, -0.801], [-0.644, 1.580, -1.095], [-2.558, 2.505, -0.111], [-3.140, 1.378, 0.470], [-4.226, 1.720, 1.254], [-2.703, 0.194, 0.313], [-1.643, 5.806, -1.692], [-2.962, 4.773, -1.156], [-2.218, 4.495, -2.736], [0.539, 5.267, -1.291], [0.564, 3.966, -2.498], [1.015, 3.632, -0.807], [0.200, 1.789, -1.613], [-2.824, 3.369, 0.329], [-4.682, 2.606, 1.128], [-4.808, 0.972, 1.580], [-3.250, -0.492, 0.823], [0.943, 2.073, 3.145], [-0.032, 0.619, 2.813], [-1.058, 0.858, 3.075], [0.336, -0.176, 3.452], [-0.945, -3.206, -1.164], [-1.835, -3.145, 0.054], [-2.884, -4.220, 0.236], [-1.729, -2.245, 0.854], [-1.143, -4.070, -1.791], [0.096, -3.223, -0.833], [-1.080, -2.285, -1.735], [-2.733, -5.070, -0.425], [-3.864, -3.786, 0.026], [-2.885, -4.550, 1.274]], "nbo_charge": [1.4000, -0.7015, 0.6992, -0.7509, -0.0650, -0.1623, -0.2418, -0.3108, 0.0627, -0.5593, 0.7578, -0.6771, -0.5607, 0.4885, 0.2320, 0.2136, 0.2018, 0.4893, -0.4003, -0.4558, -0.4269, 0.6186, -0.7834, -0.6324, 0.5948, -0.8374, -0.7566, 0.2091, 0.1951, 0.1862, 0.2051, 0.1760, 0.2510, 0.3863, 0.3950, 0.3831, 0.3964, 0.3557, -0.1061, -0.8917, 0.1966, 0.2134, -0.7291, 0.6117, -0.7203, -0.5541, 0.2163, 0.2403, 0.2504, 0.2154, 0.2367, 0.2455], "homo_lumo_gap_ev": [5.6, 8.2], "e_homo_ev": [-5.234, -7.803], "multiplicity": 2, "de_lowest_ev": 0.702}

> Which formula does entry 1 have?

C24H46ClN2O8S3